This record from OMol25 describes a 2-piece molecular cluster, C28H47BN overall in a non-equilibrium geometry. The level of theory is ωB97M-V/def2-TZVPD.

Each line ends with the Mulliken charge.
Element x y z (Å)
C1 -2.0069 -2.9213 6.2142  -1.25
C2 -1.2675 -3.7497 7.2298  0.31
C3 -0.8480 -3.2001 8.4474  -0.88
C4 0.0089 -3.8995 9.3118  1.24
C5 0.5108 -3.2043 10.5527  -1.49
C6 0.4083 -5.2027 8.9683  0.71
C7 1.3940 -6.0014 9.8144  -0.20
C8 0.7287 -6.6175 11.0539  -1.64
C9 2.7199 -5.2808 10.1655  -1.17
C10 3.2738 -4.3979 9.1224  -0.09
C11 4.6587 -4.3400 8.8615  0.15
C12 5.1748 -4.5130 7.5250  0.72
C13 4.3174 -5.0943 6.4336  -1.51
C14 6.5157 -4.2475 7.2846  -0.83
C15 7.3946 -3.8919 8.3144  0.59
C16 8.8018 -3.4876 7.9902  -1.46
C17 6.9398 -3.9772 9.6346  -0.89
C18 5.6080 -4.2184 9.9393  0.93
C19 5.2003 -4.3232 11.3756  -1.59
C20 -0.1415 -5.8178 7.8310  0.57
C21 0.1810 -7.2514 7.4988  -1.64
C22 -0.9447 -5.0806 6.9682  -0.96
H1 -2.2531 -3.5598 5.3542  0.35
H2 -2.9430 -2.4954 6.6104  0.37
H3 -1.4065 -2.0748 5.8376  0.18
H4 -1.1677 -2.1939 8.7243  0.51
H5 0.5225 -3.8828 11.4203  0.18
H6 1.5301 -2.7962 10.4026  0.20
H7 -0.1234 -2.3341 10.8078  0.52
H8 1.7091 -6.8691 9.2169  0.48
H9 -0.1732 -7.1671 10.7539  0.38
H10 1.3971 -7.3300 11.5619  0.44
H11 0.4181 -5.8560 11.7805  0.30
H12 2.6337 -4.6954 11.1080  0.54
H13 3.4327 -6.1093 10.3645  0.75
H14 2.5621 -3.8834 8.4477  0.87
H15 4.8566 -5.0368 5.4743  0.40
H16 4.0947 -6.1624 6.6073  0.29
H17 3.3669 -4.5613 6.3268  0.34
H18 6.9055 -4.3159 6.2628  0.41
H19 9.3385 -3.2234 8.9047  0.36
H20 9.3585 -4.2972 7.4983  0.35
H21 8.8176 -2.6277 7.3045  0.36
H22 7.6369 -3.8184 10.4614  0.30
H23 6.0683 -4.0917 12.0001  0.42
H24 4.4128 -3.6124 11.6545  0.35
H25 4.8562 -5.3312 11.6489  0.36
H26 -0.3600 -7.5234 6.5881  0.42
H27 1.2492 -7.4054 7.2907  0.33
H28 -0.1188 -7.9521 8.2912  0.30
H29 -1.3109 -5.5493 6.0570  0.29
C23 -1.5145 3.8450 9.9236  -1.33
C24 -0.3018 3.9480 9.0180  -0.33
N1 0.1997 2.5718 8.5989  0.40
C25 -0.9714 1.9122 7.8919  -0.44
C26 -0.6008 0.5717 7.2934  -1.09
C27 1.2663 2.7854 7.5518  -0.33
C28 2.3401 3.7590 7.9966  -1.38
B1 0.7710 1.6693 9.8451  0.21
H30 1.4484 0.6820 9.4267  -0.24
H31 -1.7867 4.8531 10.2563  0.43
H32 -2.3867 3.4371 9.3978  0.35
H33 -1.3072 3.2328 10.8085  0.33
H34 -0.5655 4.4768 8.0842  0.30
H35 0.5113 4.5010 9.5083  0.35
H36 -1.7963 1.8010 8.6041  0.26
H37 -1.2847 2.6221 7.1065  0.24
H38 -1.4923 0.1114 6.8510  0.41
H39 0.1409 0.6706 6.4908  0.30
H40 -0.2122 -0.1111 8.0612  0.22
H41 1.6961 1.8089 7.3068  0.36
H42 0.7528 3.1811 6.6645  0.26
H43 3.1823 3.6765 7.3018  0.41
H44 1.9849 4.7971 7.9396  0.35
H45 2.7010 3.5424 9.0091  0.32
H46 1.4474 2.3649 10.5922  -0.16
H47 -0.1789 1.2637 10.5023  -0.18

Cartesian forces (eV/Å) of the 3 atoms listed first:
C -0.3 0.0 -0.3
C 0.2 0.2 0.4
C 0.2 -0.3 -0.1

DFT total energy: -31957.6866 eV
HOMO energy: -11.16 eV
Kohn-Sham gap: 5.72 eV
Net charge: +1